Computed, not measured: 8 unconnected molecules or ions with the total composition C26H73N5O8 at a distorted geometry, with wB97M-V/def2-TZVPD.

Geometry as XYZ:
```
112
Properties=species:S:1:pos:R:3:lowdin_charge:R:1
C 5.329 -1.943 -2.481 -0.110
O 5.991 -1.018 -1.616 -0.206
C 5.061 -0.431 -0.600 -0.134
C 5.719 -0.366 0.840 -0.445
C 4.845 0.295 1.870 -0.062
N 7.025 0.207 0.724 0.040
H 6.050 -2.419 -3.145 0.087
H 4.661 -1.383 -3.135 0.079
H 4.726 -2.644 -1.903 0.073
H 4.805 0.582 -0.913 0.113
H 4.130 -0.986 -0.483 0.100
H 5.925 -1.395 1.134 0.129
H 5.307 0.913 2.641 0.081
H 4.320 -0.555 2.307 0.083
H 4.022 0.913 1.512 0.053
H 6.912 1.198 0.883 0.066
H 7.389 0.100 -0.212 0.064
C 1.255 0.790 -0.877 -0.147
O -0.056 0.373 -0.756 -0.201
C -0.708 1.180 0.216 -0.165
C -1.819 0.325 0.930 -0.384
C -2.978 -0.170 0.020 -0.048
N -2.418 1.190 1.959 0.058
H 1.700 0.263 -1.721 0.087
H 1.968 0.652 -0.064 0.081
H 1.230 1.850 -1.131 0.061
H -0.081 1.705 0.937 0.097
H -1.153 2.072 -0.225 0.114
H -1.418 -0.565 1.416 0.105
H -3.807 -0.568 0.606 0.077
H -2.531 -0.910 -0.644 0.060
H -3.269 0.601 -0.693 0.062
H -1.826 1.168 2.777 0.024
H -3.237 0.719 2.316 0.061
C -1.141 -6.484 -0.606 -0.140
O -0.233 -5.907 0.318 -0.199
C 0.861 -5.147 -0.376 -0.120
C 0.404 -3.686 -0.684 -0.441
C 1.173 -3.090 -1.774 -0.080
N 0.536 -2.888 0.566 0.063
H -1.450 -5.801 -1.397 0.074
H -2.004 -6.999 -0.185 0.085
H -0.615 -7.314 -1.076 0.079
H 1.632 -5.115 0.394 0.122
H 1.240 -5.629 -1.277 0.116
H -0.637 -3.744 -1.001 0.123
H 1.259 -3.759 -2.630 0.086
H 2.173 -2.892 -1.389 0.069
H 0.987 -2.088 -2.162 0.067
H -0.031 -3.406 1.222 0.064
H 0.099 -1.978 0.550 0.036
C -0.596 3.882 -2.705 -0.105
O -0.336 3.386 -4.007 -0.181
C 0.166 2.036 -4.123 -0.126
C -1.015 0.936 -4.315 -0.394
C -2.057 1.293 -5.390 -0.064
N -1.789 0.687 -3.110 0.041
H 0.270 4.042 -2.062 0.078
H -1.286 3.239 -2.158 0.055
H -1.150 4.821 -2.697 0.092
H 0.713 1.979 -5.064 0.115
H 0.814 1.762 -3.291 0.088
H -0.545 -0.029 -4.505 0.125
H -2.925 0.637 -5.322 0.074
H -1.619 1.133 -6.375 0.068
H -2.269 2.360 -5.320 0.073
H -1.919 1.628 -2.766 0.043
H -1.222 0.208 -2.426 0.041
C 3.478 3.870 -0.111 -0.069
O 3.381 3.858 1.344 -0.204
C 2.066 3.541 1.872 -0.163
C 2.119 3.477 3.432 -0.457
C 3.295 2.624 3.956 -0.053
N 0.886 3.157 4.006 0.054
H 4.532 3.688 -0.321 0.086
H 3.123 4.813 -0.528 0.084
H 2.904 3.076 -0.588 0.052
H 1.270 4.248 1.637 0.127
H 1.834 2.569 1.438 0.083
H 2.384 4.506 3.674 0.135
H 4.202 3.139 3.637 0.076
H 3.264 1.625 3.521 0.048
H 3.297 2.643 5.046 0.079
H 0.707 2.201 3.735 0.015
H 1.029 3.064 5.002 0.078
C -4.470 -4.113 -0.206 -0.080
C -4.888 -3.461 -1.494 -0.339
O -6.212 -3.010 -1.348 -0.071
H -5.194 -4.830 0.181 0.078
H -4.297 -3.466 0.654 0.069
H -3.582 -4.724 -0.372 0.052
H -4.737 -4.150 -2.325 0.107
H -4.272 -2.616 -1.804 0.101
H -6.464 -2.571 -2.164 0.085
C -5.800 2.119 0.542 -0.104
C -7.280 2.141 0.239 -0.332
O -7.599 1.105 -0.634 -0.075
H -5.413 1.517 1.364 0.057
H -5.545 3.142 0.821 0.071
H -5.155 1.956 -0.322 0.065
H -7.484 3.089 -0.259 0.116
H -7.780 2.004 1.198 0.111
H -7.552 0.247 -0.207 0.084
C 0.760 -0.092 4.071 -0.085
C -0.688 -0.388 4.605 -0.249
O -1.259 0.916 4.692 -0.112
H 1.425 0.512 4.688 0.061
H 0.688 0.433 3.118 0.052
H 1.275 -1.029 3.858 0.075
H -0.620 -0.876 5.577 0.111
H -1.161 -1.049 3.879 0.103
H -1.030 1.277 5.551 0.094
```

Computed properties:
Spin multiplicity ... 1
HOMO ... -8.84 eV
Energy relative to the best compared isomer or geometry (same formula, charge and spin) ... 71.7 kcal per mole
SMILES ... COC[C@H](C)N.COC[C@H](C)N.COC[C@H](C)N.COC[C@H](C)N.COC[C@H](C)N.CCO.CCO.CCO